A structure of composition C41H42P2SeTi. Source: the OMol25 dataset; level of theory: ωB97M-V/def2-TZVPD.

Values from the calculation:
Energy relative to the best compared isomer or geometry (same formula, charge and spin) ... 0.00 kJ/mol
HOMO level ... -13.33 eV
LUMO ... -6.1 eV
Energy ... -5520.47810 Eh
Total charge ... +2

The geometry in XYZ format:
```
87
Properties=species:S:1:pos:R:3:lowdin_charge:R:1
Ti 0.52984 -0.62579 -3.31317 0.7550
C -1.55375 0.76805 -5.04568 -0.2244
C -1.95449 -0.73554 -4.81897 -0.2773
C -1.33408 -1.81668 -5.76650 -0.1344
C 0.12867 -1.54799 -6.18335 -0.1640
C 1.02298 -0.94902 -5.12407 -0.2183
C 0.86017 0.58447 -4.84348 -0.3370
C 0.56445 1.44062 -6.15063 -0.0729
C -0.95114 1.26850 -6.37430 -0.1113
C 2.56780 0.12972 0.04391 -0.2338
H -2.47648 1.35094 -4.85414 0.1433
H -3.05315 -0.80886 -5.00267 0.1491
H -2.00106 -1.90704 -6.65011 0.1330
H -1.44274 -2.81939 -5.29082 0.1142
H 0.51996 -2.51302 -6.57242 0.1373
H 0.08224 -0.83854 -7.02418 0.1014
H 2.05623 -1.37888 -5.07039 0.1385
H 1.71109 0.98692 -4.27313 0.0891
H 1.22170 1.18666 -6.99471 0.1309
H 0.79776 2.46658 -5.83464 0.1255
H -1.37998 2.25742 -6.58264 0.1243
H -1.24114 0.66274 -7.24227 0.1227
H 2.45569 1.10790 0.52579 0.0491
H 3.46692 -0.37459 0.42546 0.0727
H 1.68845 -0.49756 0.25880 -0.0258
P -2.45510 -0.56358 -1.96028 0.8550
P 2.66782 0.27806 -1.76748 0.9642
C -1.48633 -0.98404 -3.38911 -0.4568
C -0.43834 0.90801 -4.03731 -0.2253
C -3.27835 -2.13160 -1.69532 -0.3473
C -3.31826 -3.12989 -2.69754 -0.0621
C -3.88381 -4.37059 -2.41742 -0.0425
C -4.41090 -4.62777 -1.14030 -0.0290
C -4.34687 -3.64033 -0.13864 -0.0494
C -3.77895 -2.40303 -0.41096 -0.0887
C -3.42365 0.90731 -2.25987 -0.3434
C -2.83317 2.18220 -2.14061 -0.1058
C -3.51414 3.32087 -2.58724 -0.0457
C -4.79475 3.19994 -3.14207 -0.0387
C -5.39195 1.94429 -3.23350 -0.0469
C -4.72360 0.79478 -2.79818 -0.0541
C 4.10635 -0.74872 -2.14343 -0.3927
C 3.91718 -2.14296 -2.24952 -0.1032
C 5.00220 -2.98766 -2.00995 -0.0608
C 6.27282 -2.45056 -1.77097 -0.0511
C 6.47913 -1.07208 -1.85700 -0.0501
C 5.40117 -0.20602 -2.06951 -0.0737
C 3.01188 2.01230 -2.19016 -0.3744
C 2.38718 3.02223 -1.43497 -0.0889
C 2.51695 4.35347 -1.82572 -0.0623
C 3.20893 4.68369 -2.99079 -0.0574
C 3.80380 3.68324 -3.75512 -0.0582
C 3.71956 2.34529 -3.36358 -0.1092
H -0.99755 -2.00143 -3.17852 0.1016
H -0.50173 1.72865 -3.35446 0.1102
H -2.89563 -2.94007 -3.68767 0.0878
H -3.91226 -5.14060 -3.19239 0.1219
H -4.86379 -5.59020 -0.92942 0.1182
H -4.74139 -3.84789 0.85937 0.1211
H -3.68830 -1.63206 0.36285 0.1116
H -1.83354 2.28085 -1.70471 0.0803
H -3.03863 4.29995 -2.50660 0.1198
H -5.31143 4.09820 -3.49632 0.1257
H -6.39470 1.85745 -3.64610 0.1208
H -5.19472 -0.17727 -2.87999 0.1145
H 2.93449 -2.55471 -2.49082 0.0879
H 4.85229 -4.06090 -1.97855 0.1129
H 7.10240 -3.10789 -1.51011 0.1192
H 7.47877 -0.65962 -1.72874 0.1183
H 5.55417 0.87036 -2.16380 0.1054
H 1.80386 2.76326 -0.55163 0.0924
H 2.05194 5.13055 -1.22267 0.1147
H 3.27010 5.72889 -3.30878 0.1208
H 4.33148 3.93574 -4.67363 0.1181
H 4.19477 1.57342 -3.97282 0.1145
Se -0.78268 -0.16896 -0.37261 0.8745
C -0.85505 -0.16722 1.63986 -0.4834
C -0.68383 1.02715 2.35556 -0.1199
C -0.56628 1.01681 3.75001 -0.0546
C -0.64889 -0.19202 4.45590 -0.0460
C -0.86941 -1.38213 3.75869 -0.0530
C -0.98777 -1.38160 2.35283 -0.1053
H -0.62937 1.97919 1.80146 0.1099
H -0.40831 1.95037 4.28820 0.1185
H -0.54947 -0.20068 5.53396 0.1174
H -0.94901 -2.32413 4.29444 0.1161
H -1.16419 -2.30104 1.80118 0.1003
```